1.
Below is one molecule with the formula C4H3BrClNO3, with properties calculated with ωB97M-V/def2-TZVPD.

Output
Spin multiplicity = 1
E = -3468.8835 Ha
SMILES = O=C1C[C@@](Cl)(Br)C(=O)N1O
Highest occupied orbital energy = -10.59 eV
LUMO = -0.05 eV

The geometry in XYZ format:
```
13
Properties=species:S:1:pos:R:3:forces:R:3
O 0.321426 0.841395 1.386772 -0.01 0.10 0.21
C 0.302901 0.282439 0.323613 0.01 -0.12 -0.27
C -0.844243 -0.353815 -0.424323 -0.29 0.04 0.21
C -0.236008 -0.801572 -1.747315 -0.26 -0.11 -0.52
Cl -0.527781 -2.517225 -2.110748 0.06 0.33 0.10
Br -0.868883 0.313616 -3.240850 0.13 -0.22 0.34
C 1.276293 -0.552229 -1.639292 0.21 -0.02 -0.11
O 2.120841 -0.852298 -2.422606 0.12 -0.02 -0.03
N 1.434776 0.107668 -0.442459 0.22 0.40 0.74
O 2.651477 0.560674 0.024496 -0.11 -0.22 -0.40
H -1.224798 -1.201386 0.150740 0.11 0.06 -0.05
H -1.664153 0.356854 -0.541963 0.14 -0.06 -0.01
H 2.448898 0.989359 0.880323 -0.32 -0.17 -0.20
```
Positions in Å, forces in eV/Å.

Table of Mulliken atomic charges, one value per atom, all in e:
1. O -0.613
2. C 0.433
3. C -0.709
4. C 0.626
5. Cl -0.147
6. Br -0.048
7. C 0.117
8. O -0.515
9. N 0.246
10. O -0.388
11. H 0.278
12. H 0.337
13. H 0.383

***

2.
Below is a 2-piece molecular cluster, C3H8NO overall at a distorted geometry, with properties calculated with ωB97M-V/def2-TZVPD.

Output
Spin multiplicity = 1
E = -248.6431 Ha
Highest occupied orbital energy = -15.12 eV
Charge = +1
LUMO = -8.45 eV

The geometry in XYZ format:
```
13
Properties=species:S:1:pos:R:3:forces:R:3
C 0.640001 -0.031311 0.734667 0.55 -1.60 1.18
C 1.076114 -0.951198 1.624933 -0.42 0.70 -0.21
C -1.409627 0.229520 -0.268020 -1.97 2.27 3.83
N -0.632869 0.548771 0.813477 0.26 -1.48 -1.82
H 1.244404 0.188001 -0.138810 -0.22 0.55 0.04
H 0.339567 -1.435415 2.254178 0.32 0.08 0.51
H 2.125644 -1.186273 1.707249 -0.01 -0.45 -0.25
H -2.097930 1.044196 -0.490757 -0.19 -0.19 -0.39
H -1.907018 -0.724188 -0.071734 1.34 -1.27 -2.08
H -1.050109 0.753478 1.721106 0.23 1.48 -0.34
H 0.469359 0.947374 -2.826348 -0.33 0.15 0.16
H -0.293431 0.144453 -1.665616 0.04 0.21 -0.84
O 0.411525 0.116549 -2.341104 0.41 -0.45 0.21
```
Positions in Å, forces in eV/Å.

Table of Mulliken atomic charges, one value per atom, all in e:
1. C -0.046
2. C -0.575
3. C -0.426
4. N -0.121
5. H 0.500
6. H 0.261
7. H 0.275
8. H 0.335
9. H 0.351
10. H 0.358
11. H 0.348
12. H 0.350
13. O -0.609

***

3.
Below is one molecule with the formula C3H5NS at a distorted geometry, with properties calculated with ωB97M-V/def2-TZVPD.

Output
Spin multiplicity = 1
E = -570.1347 Ha
SMILES = C#CCNS
Highest occupied orbital energy = -9.27 eV
LUMO = 0.92 eV

The geometry in XYZ format:
```
10
Properties=species:S:1:pos:R:3:forces:R:3
C 1.892760 1.105708 0.367820 -2.37 -2.39 0.64
C 1.079933 0.247504 0.587114 -0.29 -0.51 0.50
C 0.118964 -0.850079 0.905359 -1.14 0.79 -0.10
N -1.378899 -0.339120 0.980883 2.57 1.47 3.03
S -2.248226 -0.092332 -0.390472 -1.56 -1.66 -0.75
H 2.514962 1.840762 0.095833 1.95 2.18 -0.69
H 0.484269 -1.479369 1.790561 -1.00 1.21 -0.97
H 0.076296 -1.498326 0.042490 0.14 -0.40 -0.19
H -1.437374 0.605841 1.481437 0.59 -2.16 -0.36
H -1.509117 0.763685 -0.992405 1.12 1.47 -1.12
```
Positions in Å, forces in eV/Å.

Table of Mulliken atomic charges, one value per atom, all in e:
1. C 0.076
2. C -0.404
3. C -0.595
4. N -0.405
5. S -0.139
6. H 0.494
7. H 0.265
8. H 0.306
9. H 0.305
10. H 0.098

***

4.
Below is C7H16NO2PS as an isolated structure at a distorted geometry, with properties calculated with ωB97M-V/def2-TZVPD.

Output
Spin multiplicity = 1
E = -1221.1547 Ha
Highest occupied orbital energy = -8.45 eV
LUMO = 0.73 eV

The geometry in XYZ format:
```
28
Properties=species:S:1:pos:R:3:forces:R:3
S -3.914162 -0.488147 -1.146442 1.09 1.02 0.12
O -2.980051 2.301114 -0.603594 1.64 -0.93 -0.87
O -1.262630 0.668828 -1.934263 0.53 0.42 1.53
N -1.580575 0.303117 0.635064 -0.79 0.63 -1.14
C -3.232719 3.076981 -1.813091 0.87 1.22 0.64
C 2.780024 0.072117 1.147551 0.10 -0.11 0.54
C 2.556263 -2.453470 1.333085 -0.96 0.34 -0.11
C -0.245528 -0.172644 -1.330836 1.45 0.19 1.07
C 0.458149 -1.007909 1.045562 0.48 0.15 -1.00
C -0.196252 0.126647 0.227749 0.60 -0.68 -0.55
C 1.962172 -1.155332 0.749517 -0.19 -0.43 -0.88
P -2.410540 0.769645 -0.797757 -3.56 -0.93 0.58
H -2.012807 -0.591065 0.914959 0.23 0.64 -0.15
H -3.799184 2.499169 -2.510038 -0.28 -0.44 -0.56
H -3.821730 3.970630 -1.524591 0.29 -0.70 0.08
H -2.273380 3.466457 -2.255410 -0.85 -0.67 0.39
H 2.460888 0.463651 2.140022 0.41 -0.43 -0.40
H 3.841989 -0.257321 1.171298 -0.55 0.69 0.07
H 2.641712 0.912335 0.458911 0.23 -0.22 -0.04
H 1.962359 -3.326885 1.029994 0.21 0.19 -0.09
H 3.579398 -2.575516 0.995766 0.17 -0.10 0.10
H 2.502892 -2.423715 2.416255 0.26 0.01 0.30
H 0.754113 0.047329 -1.727737 -0.53 0.15 -0.41
H -0.472892 -1.219189 -1.507397 -0.25 -0.16 -0.09
H -0.051016 -1.935896 0.769876 -0.04 -0.08 0.08
H 0.326432 -0.860793 2.108976 -0.23 0.26 0.34
H 0.376498 1.056189 0.357404 -0.34 -0.08 0.11
H 2.050578 -1.266325 -0.350834 0.03 0.06 0.34
```
Positions in Å, forces in eV/Å.

Table of Mulliken atomic charges, one value per atom, all in e:
1. S -0.449
2. O -0.316
3. O -0.314
4. N -0.450
5. C -0.647
6. C -1.353
7. C -1.690
8. C -0.609
9. C -1.202
10. C 0.234
11. C 0.944
12. P 0.585
13. H 0.425
14. H 0.352
15. H 0.230
16. H 0.244
17. H 0.289
18. H 0.402
19. H 0.328
20. H 0.380
21. H 0.435
22. H 0.360
23. H 0.337
24. H 0.354
25. H 0.459
26. H 0.412
27. H 0.176
28. H 0.083

***

5.
Below is a 13-piece molecular cluster, C26H78O13 overall at a distorted geometry, with properties calculated with ωB97M-V/def2-TZVPD.

Output
Spin multiplicity = 1
E = -2015.4145 Ha
Highest occupied orbital energy = -9.34 eV
LUMO = 0.43 eV

The geometry in XYZ format:
```
117
Properties=species:S:1:pos:R:3:forces:R:3
C -2.846588 -5.701026 -1.797806 -0.37 0.04 -0.11
C -3.199048 -4.544042 -0.875151 0.97 0.37 -0.29
O -3.530812 -4.957774 0.429683 -0.06 -0.01 -0.05
H -2.561000 -5.333429 -2.789748 0.04 -0.08 0.15
H -3.708202 -6.358520 -1.928790 0.05 -0.05 0.07
H -2.026327 -6.278392 -1.373630 0.08 -0.06 -0.04
H -3.993120 -3.932310 -1.306973 -0.32 -0.19 0.23
H -2.326995 -3.859894 -0.839753 -0.22 -0.12 0.07
H -2.701956 -5.282657 0.825967 -0.22 0.01 -0.02
C -0.658505 -3.369560 -3.357317 0.27 0.27 -0.05
C -1.874167 -2.518622 -3.601115 -0.44 -0.26 0.30
O -2.009243 -1.591789 -2.517965 0.09 0.00 -0.58
H -0.715289 -3.790244 -2.353411 0.04 -0.11 -0.15
H 0.260353 -2.781407 -3.435909 -0.03 -0.02 0.03
H -0.620781 -4.170242 -4.092637 0.08 -0.14 0.03
H -2.751631 -3.184258 -3.633406 0.03 0.26 0.00
H -1.822963 -2.006409 -4.567045 0.07 0.12 0.10
H -2.655130 -0.908622 -2.779822 -0.07 -0.08 0.23
C 0.681227 -4.806075 0.124901 0.59 -0.25 -0.06
C 0.067430 -4.984875 1.480063 -0.75 0.23 0.44
O -1.002109 -5.961404 1.406002 0.48 0.21 0.07
H 0.008012 -4.334103 -0.586066 -0.07 -0.02 0.10
H 1.018973 -5.767517 -0.269574 -0.12 0.02 -0.05
H 1.574387 -4.182617 0.229285 -0.12 0.12 -0.07
H -0.355225 -4.034239 1.832682 0.05 -0.10 -0.08
H 0.807739 -5.289114 2.226095 0.02 -0.17 -0.15
H -1.158360 -6.283659 2.300137 -0.09 -0.01 -0.07
C 3.325341 3.208849 1.863298 0.10 -0.67 -0.16
C 3.513502 2.968132 3.340041 -0.49 0.55 0.37
O 2.429791 3.624209 4.051008 0.62 -0.28 -0.34
H 4.213658 2.861590 1.325429 0.00 0.19 0.02
H 3.162500 4.261877 1.662203 0.00 0.08 -0.03
H 2.498559 2.613546 1.463861 -0.14 0.23 0.11
H 4.466548 3.408850 3.652906 -0.03 -0.15 0.06
H 3.505585 1.897436 3.570863 0.10 0.07 0.01
H 2.722667 3.763933 4.956137 -0.11 -0.04 0.01
C 2.814474 5.396369 -0.854432 -0.05 0.19 0.32
C 2.097929 5.890683 -2.075633 -0.19 0.25 -0.67
O 2.793111 7.028131 -2.616956 -0.14 -0.31 0.26
H 2.804793 6.164242 -0.074917 -0.12 -0.08 0.01
H 3.862715 5.162407 -1.031770 -0.03 -0.16 -0.24
H 2.284170 4.514171 -0.492164 0.19 0.01 0.11
H 1.057444 6.151489 -1.826291 0.20 0.10 0.03
H 2.025027 5.099299 -2.832506 0.19 0.00 0.05
H 2.476181 7.189882 -3.509619 -0.05 0.00 0.04
C -0.362418 5.220765 0.770001 0.28 -0.58 0.38
C -0.609487 6.662644 0.495970 0.77 0.77 0.10
O -1.582489 6.792260 -0.513094 -0.48 0.15 -0.23
H 0.528815 5.149316 1.400075 -0.07 -0.18 0.01
H -0.169427 4.677840 -0.156192 -0.01 0.02 -0.03
H -1.183441 4.730985 1.293822 -0.08 0.07 -0.06
H 0.338803 7.123125 0.168737 -0.13 -0.07 -0.07
H -0.873801 7.207048 1.411894 -0.27 -0.16 -0.03
H -1.783456 7.726166 -0.628529 -0.01 -0.07 -0.04
C -0.784589 2.491586 3.720369 0.14 1.19 -0.15
C -1.205597 1.330509 2.886647 -0.08 -0.85 0.26
O -2.333503 0.709355 3.487968 -0.20 -0.19 -0.36
H 0.116498 2.950331 3.304678 0.10 -0.18 0.15
H -0.596372 2.228153 4.758820 0.04 -0.18 0.00
H -1.527421 3.297828 3.709547 -0.15 -0.25 0.06
H -0.386539 0.591982 2.871251 0.03 0.16 -0.28
H -1.428527 1.636144 1.855735 0.05 -0.01 0.02
H -2.545733 -0.084306 2.949694 0.05 0.22 0.26
C 0.714699 0.217375 -0.853451 0.38 0.52 -0.51
C 0.530715 -1.157616 -0.251747 0.00 0.41 -0.39
O -0.846772 -1.451437 -0.049018 0.16 -0.29 -0.16
H 1.770913 0.514002 -0.909448 -0.06 -0.25 0.16
H 0.217168 0.995751 -0.271986 -0.19 -0.15 0.00
H 0.359714 0.239738 -1.889921 -0.23 0.08 0.17
H 1.068707 -1.170369 0.694681 -0.27 -0.37 0.17
H 0.954807 -1.903286 -0.934810 0.17 -0.06 0.24
H -1.249415 -1.605849 -0.933849 0.03 0.20 0.26
C 0.697289 -1.994218 3.797196 0.31 0.29 0.04
C -0.312287 -1.824802 4.906573 0.20 -0.21 0.81
O 0.418792 -1.827319 6.164924 -0.10 0.12 -0.60
H 1.263054 -2.913343 3.968833 -0.15 -0.11 -0.27
H 1.441913 -1.189910 3.775293 -0.21 0.08 0.20
H 0.203093 -1.980925 2.822776 -0.02 -0.28 0.05
H -0.992827 -2.685868 4.920738 -0.05 0.16 -0.18
H -0.904994 -0.912586 4.802493 0.08 -0.02 -0.06
H -0.179478 -1.576094 6.873291 -0.08 0.01 -0.06
C -4.273265 -0.143453 0.619495 0.50 0.14 0.48
C -4.025568 -1.546151 1.191742 -0.12 0.40 -0.32
O -2.778983 -1.605215 1.875745 0.18 -0.04 -0.27
H -4.375257 0.587667 1.429158 -0.14 -0.13 -0.04
H -5.154383 -0.088791 -0.019813 -0.02 -0.10 -0.02
H -3.383072 0.181090 0.065652 -0.19 -0.15 -0.19
H -4.051820 -2.278977 0.380343 0.02 -0.08 0.14
H -4.794731 -1.813235 1.915688 -0.02 -0.03 -0.03
H -2.073562 -1.608071 1.189329 -0.17 0.09 0.44
C 1.915863 -0.037898 -4.720534 0.19 0.26 0.38
C 2.934613 -0.549068 -3.716184 0.26 -0.27 -0.10
O 4.074161 0.323775 -3.687959 -0.54 -0.07 0.03
H 2.374583 0.156917 -5.689305 -0.03 -0.12 -0.02
H 1.479600 0.895870 -4.355579 0.07 0.01 -0.07
H 1.101889 -0.755309 -4.818026 0.01 -0.10 -0.13
H 3.274483 -1.563445 -3.981748 -0.14 0.16 -0.05
H 2.455690 -0.620971 -2.732963 0.17 0.07 -0.03
H 4.586762 0.124961 -2.898770 0.00 -0.03 -0.01
C -2.661193 2.161934 -4.014344 0.15 0.47 0.92
C -3.515984 1.030569 -4.494388 0.01 -0.19 -0.65
O -3.923445 0.188557 -3.419434 -0.15 -0.15 -0.04
H -2.166339 2.719704 -4.805632 -0.02 -0.10 -0.17
H -1.911131 1.776255 -3.317008 0.12 -0.01 -0.23
H -3.250844 2.871080 -3.424300 -0.03 0.02 -0.13
H -2.952334 0.392253 -5.180268 -0.02 -0.04 0.11
H -4.382161 1.387473 -5.058673 -0.05 -0.02 0.10
H -4.677158 0.571769 -2.961953 0.06 0.04 0.07
C 4.489554 -1.081312 2.326057 0.44 -0.24 -0.13
C 3.824324 -2.200289 1.547186 -0.17 0.14 0.09
O 4.201671 -2.063563 0.174720 -0.05 -0.15 0.02
H 5.564366 -1.271863 2.401495 -0.09 0.02 -0.01
H 4.097533 -0.992856 3.338325 -0.13 0.00 -0.03
H 4.378813 -0.136739 1.793920 -0.21 0.05 0.05
H 2.732806 -2.139408 1.649032 0.08 0.02 -0.04
H 4.125067 -3.182215 1.928140 0.07 0.07 0.04
H 4.018381 -2.898263 -0.269308 0.01 0.11 -0.02
```
Positions in Å, forces in eV/Å.

Here are the Mulliken charges for atoms 1 to 99, given in e:
1. C -1.236
2. C 0.252
3. O -0.608
4. H 0.247
5. H 0.373
6. H 0.240
7. H 0.529
8. H -0.270
9. H 0.479
10. C -0.159
11. C -0.256
12. O -0.113
13. H -0.654
14. H -0.037
15. H 0.511
16. H 0.285
17. H 0.406
18. H -0.042
19. C -0.056
20. C -0.190
21. O -0.609
22. H -0.499
23. H 0.478
24. H -0.060
25. H 0.102
26. H 0.478
27. H 0.289
28. C -0.648
29. C -0.375
30. O -0.491
31. H 0.457
32. H 0.253
33. H -0.005
34. H 0.438
35. H 0.146
36. H 0.261
37. C -0.729
38. C -0.258
39. O -0.549
40. H 0.315
41. H 0.485
42. H 0.008
43. H 0.130
44. H 0.308
45. H 0.296
46. C -0.533
47. C -0.521
48. O -0.548
49. H 0.139
50. H 0.145
51. H 0.390
52. H 0.227
53. H 0.384
54. H 0.307
55. C -1.289
56. C 0.731
57. O -0.679
58. H 0.121
59. H 0.349
60. H 0.327
61. H -0.197
62. H 0.210
63. H 0.340
64. C -1.297
65. C 0.587
66. O 0.946
67. H 0.455
68. H 0.233
69. H 0.112
70. H -0.374
71. H 0.056
72. H -0.454
73. C -0.310
74. C -0.335
75. O -0.579
76. H 0.514
77. H 0.269
78. H -0.353
79. H 0.242
80. H 0.218
81. H 0.305
82. C -0.936
83. C 0.148
84. O -0.687
85. H 0.312
86. H 0.406
87. H 0.072
88. H -0.284
89. H 0.425
90. H 0.361
91. C -0.985
92. C 0.583
93. O -0.573
94. H 0.377
95. H 0.230
96. H 0.170
97. H 0.311
98. H -0.378
99. H 0.299

***

6.
Below is an isolated ion of composition FO4S and charge -1 at a distorted geometry, with properties calculated with ωB97M-V/def2-TZVPD.

Output
Spin multiplicity = 1
E = -798.9756 Ha
SMILES = O=S(=O)([O-])OF
Highest occupied orbital energy = -5.88 eV
Charge = -1
LUMO = 4.23 eV

The geometry in XYZ format:
```
6
Properties=species:S:1:pos:R:3:forces:R:3
O -0.871664 1.302465 -0.519066 -1.62 1.89 -1.20
S -0.620517 0.018194 0.006470 1.91 -1.47 -0.98
O -0.937214 -1.157839 -0.791286 0.39 0.91 0.39
O -0.821939 -0.135778 1.405065 0.21 -0.31 1.20
O 1.132305 0.439718 -0.312457 -0.70 -0.72 0.54
F 2.119029 -0.466760 0.211274 -0.20 -0.29 0.05
```
Positions in Å, forces in eV/Å.

Table of Mulliken atomic charges, one value per atom, all in e:
1. O -0.596
2. S 1.235
3. O -0.607
4. O -0.588
5. O -0.215
6. F -0.229